Molecular formula: C5H5NO2
Method: DFT, the ωB97M-V functional and the def2-TZVPD basis

Structure (XYZ):
```
13
Properties=species:S:1:pos:R:3:forces:R:3:nbo_charge:R:1
C -0.141395 -0.992108 0.440400 -1.2 -2.0 -1.9 -0.214
C 0.526524 0.310215 0.917346 -2.8 0.4 2.1 -0.417
C 1.584895 0.504944 0.103423 3.9 0.8 -2.3 -0.049
C 2.385620 0.478784 -0.789851 3.2 -1.9 -2.9 -0.238
C -0.767381 1.125657 0.253369 3.0 -2.8 2.2 0.710
H -2.648656 -0.519853 -1.341767 0.8 -0.8 -2.2 0.474
H -0.593002 -2.005852 0.941228 1.4 2.9 -0.4 0.232
H 0.589056 -1.241546 -0.421025 -1.9 -0.6 1.1 0.216
H 0.718238 0.365923 1.959479 -0.1 0.4 1.0 0.256
H 3.206200 0.025177 -1.598043 -2.7 2.0 2.7 0.275
N -1.208317 -0.060559 -0.028256 -2.1 -2.8 -1.7 -0.161
O -2.510246 -0.184597 -0.488654 -0.5 0.2 2.8 -0.547
O -1.141538 2.193817 0.052351 -1.0 4.1 -0.4 -0.537
```
Forces are in eV/Å.

The HOMO-LUMO gap is 10.1 eV. The value obtained for the LUMO energy is 0.68 eV. Its highest occupied orbital energy is -9.39 eV. The SMILES is C#C[C@@H]1CN(O)C1=O. The energy relative to the best compared isomer or geometry (same formula, charge and spin) is 642.43 kJ/mol.